1.
{
  "formula": "C18H23CoN4O10",
  "method": "ωB97M-V/def2-TZVPD",
  "s_squared": 1.061,
  "relative_energy_kj_mol": 88.3,
  "energy_ha": -3053.48814,
  "spin_multiplicity": 2,
  "charge": 1,
  "elements": ["Co", "C", "C", "O", "C", "C", "O", "C", "C", "O", "C", "C", "O", "H", "H", "H", "H", "H", "H", "H", "H", "H", "H", "H", "H", "H", "H", "H", "H", "O", "C", "O", "C", "C", "C", "C", "C", "C", "N", "O", "O", "N", "O", "O", "H", "H", "H", "N", "C", "C", "N", "C", "H", "H", "H", "H"],
  "positions_angstrom": [[0.927872, -0.592468, 0.609057], [-0.614185, 1.765594, 2.424318], [0.301218, 0.863187, 3.290680], [0.417236, -0.414343, 2.658731], [1.034950, -1.483786, 3.368622], [0.556735, -2.724788, 2.646828], [0.891941, -2.578680, 1.251941], [0.143960, -3.448552, 0.386758], [-1.106099, -2.723471, -0.177804], [-1.112291, -1.420034, 0.394870], [-2.342450, -0.689269, 0.368565], [-2.262002, 0.308950, 1.497946], [-1.092129, 1.078233, 1.286166], [-1.452985, 2.126349, 3.024844], [-0.057788, 2.618854, 2.044876], [1.294991, 1.305253, 3.402188], [-0.118874, 0.710794, 4.287582], [2.123375, -1.384177, 3.335226], [0.705665, -1.503615, 4.410239], [1.019996, -3.633215, 3.036978], [-0.529062, -2.798743, 2.739939], [0.816638, -3.747237, -0.415413], [-0.127393, -4.342246, 0.947460], [-1.061389, -2.653863, -1.266998], [-2.028385, -3.241753, 0.093603], [-2.466982, -0.205767, -0.601446], [-3.175173, -1.378598, 0.529352], [-3.147467, 0.953806, 1.502887], [-2.206917, -0.221229, 2.454680], [0.688263, 2.885684, -0.242458], [0.528494, 1.872118, -0.890073], [1.131226, 0.739116, -0.648682], [-0.384457, 1.858549, -2.086583], [-0.900313, 0.658705, -2.548393], [-1.810745, 0.670316, -3.584767], [-2.207008, 1.828101, -4.224094], [-1.652516, 3.001179, -3.748635], [-0.768460, 3.051773, -2.687628], [-2.046727, 4.275086, -4.404001], [-1.511281, 5.286795, -4.007410], [-2.890229, 4.210636, -5.271481], [-2.396002, -0.622371, -4.012581], [-3.155969, -0.611546, -4.949924], [-2.127983, -1.603742, -3.336151], [-0.596724, -0.277315, -2.108012], [-2.911361, 1.824542, -5.041559], [-0.387680, 3.997551, -2.330968], [4.838587, 0.324140, 0.880101], [5.003792, -1.000546, 0.555647], [3.753987, -1.525595, 0.502069], [2.837801, -0.535277, 0.796441], [3.525855, 0.568608, 1.005321], [5.569621, 1.008308, 0.981035], [5.971163, -1.437578, 0.390358], [3.457250, -2.535169, 0.282464], [3.108389, 1.542731, 1.197264]],
  "forces_ev_per_angstrom": [[-0.4, -0.7, 0.0], [0.0, -0.1, -0.1], [0.1, -0.2, 0.2], [0.0, 0.1, 0.0], [-0.1, 0.1, -0.1], [-0.1, 0.1, 0.0], [0.2, -0.1, 0.1], [-0.1, 0.1, -0.1], [0.0, 0.1, 0.0], [0.3, 0.2, 0.0], [0.0, -0.1, 0.1], [0.0, 0.1, 0.0], [-0.1, 0.0, -0.1], [0.0, 0.0, 0.0], [0.0, 0.0, 0.0], [0.0, 0.0, 0.0], [0.0, 0.0, 0.0], [0.0, 0.0, 0.0], [0.0, 0.0, 0.0], [0.0, 0.0, 0.0], [0.0, 0.0, 0.0], [0.0, 0.1, 0.0], [0.0, 0.0, 0.0], [0.0, 0.0, 0.0], [0.0, 0.0, 0.0], [0.0, 0.0, 0.0], [0.0, 0.0, 0.0], [0.0, 0.0, 0.0], [0.0, 0.0, 0.0], [0.0, 0.1, 0.0], [0.2, 0.0, 0.1], [-0.4, 0.1, -0.3], [-0.1, 0.1, 0.0], [0.1, 0.0, 0.0], [0.0, -0.2, -0.2], [0.1, 0.0, 0.1], [0.0, 0.2, -0.1], [0.0, -0.1, 0.0], [-0.1, 0.0, 0.1], [0.0, -0.1, -0.1], [0.1, 0.0, 0.0], [-0.3, 0.2, 0.3], [0.2, -0.1, -0.1], [0.1, 0.0, -0.1], [0.0, 0.0, 0.0], [0.0, 0.0, 0.0], [0.0, 0.0, 0.0], [-0.1, 0.0, 0.0], [0.0, 0.0, 0.0], [0.0, 0.0, 0.1], [0.4, 0.0, 0.0], [0.0, 0.1, -0.1], [0.0, 0.0, 0.0], [0.0, 0.0, 0.0], [0.0, 0.0, 0.0], [0.0, 0.0, 0.0]]
}

=====

2.
{
  "formula": "C18H23ErF2N2O4P",
  "method": "ωB97M-V/def2-TZVPD",
  "s_squared": 3.758,
  "energy_ha": -2664.55024,
  "spin_multiplicity": 4,
  "charge": 3,
  "elements": ["C", "C", "C", "F", "C", "C", "C", "C", "C", "F", "C", "N", "C", "C", "C", "O", "C", "P", "C", "O", "C", "C", "C", "O", "N", "C", "O", "H", "H", "H", "H", "H", "H", "H", "H", "H", "H", "H", "H", "H", "H", "H", "H", "H", "H", "H", "H", "H", "H", "H", "Er"],
  "positions_angstrom": [[0.879240, 0.744309, 5.438700], [1.289562, 0.717575, 3.817416], [-0.086805, 0.346019, 3.007254], [-1.143489, 1.288347, 3.530559], [-0.020768, 0.594353, 1.382769], [-0.304015, -0.603647, 0.250454], [-0.613164, -2.106224, 0.833450], [0.794268, -2.610974, 1.583234], [1.021232, -4.214712, 1.310764], [1.954077, -1.869500, 0.974174], [-0.278557, -0.310789, -1.362452], [-0.531607, -1.309815, -2.468927], [0.426758, -2.479293, -2.442037], [-1.980114, -1.732077, -2.567545], [-2.966352, -0.891905, -3.625133], [-2.563654, -2.747847, -1.926054], [0.096712, 1.239873, -1.848648], [0.151448, 1.607357, -3.727931], [-1.351677, 2.775363, -4.035594], [1.669441, 2.386551, -4.078187], [0.434679, 2.449863, -0.796427], [0.339074, 2.082551, 0.798091], [0.709466, 3.504709, 1.526906], [0.504960, 3.960494, 2.770943], [1.370359, 4.351621, 0.419021], [0.867002, 4.017528, -1.001168], [0.810955, 4.808758, -2.082584], [-0.055120, 0.050344, 5.668024], [0.552259, 1.834921, 5.763976], [1.747879, 0.367708, 6.131585], [2.079401, -0.132538, 3.660346], [1.715907, 1.749164, 3.462199], [-0.473026, -0.736463, 3.310616], [-0.835662, -2.919063, 0.021183], [-1.457268, -2.090188, 1.665366], [0.764763, -2.447030, 2.750698], [0.561027, -4.572030, 0.295863], [0.572002, -4.859483, 2.201077], [2.179187, -4.461887, 1.300658], [0.737673, -2.677149, -3.577385], [1.426729, -2.158171, -1.901275], [-0.027002, -3.486451, -2.055712], [-3.048821, 0.206052, -3.226028], [-4.020614, -1.432093, -3.746291], [-2.394972, -0.897797, -4.672352], [-2.344706, 2.265473, -3.614671], [-1.244417, 3.795665, -3.458107], [-1.461951, 3.007274, -5.176377], [1.677046, 2.488120, -5.088765], [1.327204, 5.392724, 0.636761], [0.543452, -4.285589, 3.967562]],
  "forces_ev_per_angstrom": [[-0.3, 0.2, 0.1], [-0.9, -0.5, 0.8], [-0.5, 1.6, 0.2], [2.4, -2.4, -1.5], [0.2, 1.1, -3.9], [0.0, 2.8, -0.7], [1.2, 0.6, 0.6], [0.4, -0.3, -2.3], [1.3, 0.4, -0.3], [-2.9, -2.4, 2.3], [0.8, 3.2, 2.4], [-0.7, 0.2, 2.5], [1.6, -0.7, -1.4], [-5.0, -3.6, 1.5], [1.3, -0.6, 0.0], [4.7, 5.8, -3.3], [0.4, -0.4, 3.4], [1.2, 2.6, 1.7], [-1.2, 0.5, -0.3], [-3.7, -1.9, -0.9], [-1.2, -4.2, 1.5], [-0.2, -1.3, -2.4], [-0.6, 2.3, 3.8], [1.5, -3.4, -8.5], [-3.2, -0.2, -0.8], [0.1, 2.4, -2.0], [0.4, -5.6, 7.3], [1.8, 1.3, -0.7], [0.8, -2.4, -0.7], [-1.5, 0.9, -1.5], [-1.4, 1.6, 0.0], [-0.9, -2.1, 0.7], [0.7, 2.2, -0.8], [0.1, 2.0, 1.4], [1.5, 0.1, -1.9], [0.4, 0.9, -1.8], [0.7, 0.6, 2.2], [0.4, 0.1, -3.9], [-2.2, 0.5, 0.0], [-0.7, 0.3, 2.5], [-2.2, -0.7, -0.9], [0.7, 2.1, -0.5], [0.0, -2.1, -0.8], [2.5, 1.3, 0.6], [-1.3, 0.1, 2.3], [2.4, 0.8, -1.1], [0.4, -2.0, -1.0], [0.2, -0.6, 2.1], [0.3, 0.1, 1.6], [0.2, -1.7, -0.3], [0.1, 0.4, 2.6]]
}